Record 1
One molecule with the formula C3H4O3. Source: OMol25; level of theory: wB97M-V/def2-TZVPD.

ORCA input file:
```
! wB97M-V def2-TZVPD RIJCOSX def2/J DEFGRID3
* xyz 0 1
O 0.1845 -1.2500 -1.2947
C -0.4383 -0.2243 -0.6219
C 0.4377 0.9161 -0.0657
O -0.5645 1.2603 0.8841
C -0.4056 -0.1798 0.9250
O 1.0369 -0.0734 0.8767
H 0.9957 -1.4235 -0.7869
H -1.3876 0.0319 -1.0907
H 1.0537 1.6875 -0.5319
H -0.9124 -0.7449 1.7061
*
```

The calculation puts the lowest unoccupied orbital energy at 0.93 eV. As for the total energy: -9314.7181 eV. As for the molar mass: 88.06 g/mol. The largest force on an atom is 0.65 eV/A. The calculation puts the frontier orbital gap at 11.605 eV.

***

Record 2
A 4-piece molecular cluster, C21H43F10O5P2 overall. Source: OMol25; level of theory: wB97M-V/def2-TZVPD.

ORCA input file:
```
! wB97M-V def2-TZVPD RIJCOSX def2/J DEFGRID3
* xyz 1 1
C -4.8667 2.2148 -3.0387
O -3.6547 1.6233 -3.4601
C -2.7627 1.3708 -2.3931
C -1.7205 2.4814 -2.2919
C -1.1530 2.5858 -0.8607
C 0.3508 2.7225 -0.7792
C 1.0791 1.5707 -1.5161
P 2.5990 2.0656 -2.3128
F 3.1441 3.2652 -1.5651
C 3.8733 0.7915 -2.3575
C 3.2861 -0.6139 -2.5330
C 4.2337 -1.6901 -2.0467
F 3.4972 -2.7942 -1.7909
F 4.7979 -1.3057 -0.8826
C 5.3751 -2.0251 -3.0576
F 6.4934 -1.3812 -2.6443
F 5.0563 -1.5331 -4.2690
C 5.7075 -3.5248 -3.1705
F 4.7005 -4.1094 -3.8512
F 5.7881 -4.0605 -1.9452
C 7.0553 -3.8153 -3.9147
F 7.2344 -3.0025 -4.9553
F 7.0259 -5.0866 -4.3358
F 8.0760 -3.6690 -3.0538
P 2.0190 2.7775 -4.3372
O 0.9863 3.8052 -4.1919
H -5.3323 2.6573 -3.9073
H -5.5412 1.4573 -2.6431
H -4.7102 2.9751 -2.2765
H -3.3069 1.2986 -1.4560
H -2.3011 0.4033 -2.5752
H -2.2526 3.3854 -2.5490
H -0.9463 2.3493 -3.0367
H -1.4975 1.7454 -0.2697
H -1.5683 3.4727 -0.4062
H 0.6615 2.6739 0.2550
H 0.6652 3.6803 -1.1724
H 1.3445 0.7945 -0.8039
H 0.4595 1.1034 -2.2774
H 4.4893 1.0374 -3.2186
H 4.5047 0.9043 -1.4816
H 2.3918 -0.7323 -1.9371
H 3.0040 -0.7678 -3.5651
H 3.2111 3.1856 -4.9684
H 1.5533 1.6251 -5.0084
C -2.5200 4.9034 3.1739
C -2.8127 3.6392 2.3811
C -4.1574 3.0407 2.7601
O -1.7703 2.6776 2.5873
H -2.4834 4.6812 4.2431
H -1.5511 5.3188 2.8933
H -3.2850 5.6619 3.0064
H -2.8019 3.8697 1.3150
H -4.1727 2.7590 3.8136
H -4.3511 2.1344 2.1851
H -4.9693 3.7470 2.5800
H -1.7637 2.4599 3.5247
C -6.8241 0.7851 7.1051
C -6.7653 1.3684 5.7021
C -7.8830 0.8284 4.8236
O -5.4936 1.0972 5.1055
H -6.7061 -0.3013 7.0716
H -6.0169 1.1833 7.7199
H -7.7744 1.0123 7.5889
H -6.8392 2.4550 5.7571
H -7.7968 -0.2567 4.7209
H -7.8254 1.2577 3.8229
H -8.8627 1.0565 5.2442
H -5.3970 0.1419 5.0440
C 4.5805 -7.6216 0.9281
C 3.5343 -6.5523 1.2028
C 3.5454 -5.4704 0.1331
O 3.7433 -5.9733 2.4897
H 5.5828 -7.1839 0.9296
H 4.5568 -8.3864 1.7036
H 4.4159 -8.1003 -0.0382
H 2.5468 -7.0124 1.2421
H 4.5142 -4.9652 0.1109
H 2.7882 -4.7149 0.3483
H 3.3512 -5.8877 -0.8567
H 4.6137 -5.5638 2.4900
*
```

The calculation puts the lowest unoccupied orbital energy at -3.99 eV. As for the total energy: -78457.9597 eV. As for the molar mass: 627.50 g/mol. The largest force on an atom is 1.92 eV/A. The calculation puts the frontier orbital gap at 7.777 eV.

***

Record 3
CH3NOS2 as an isolated structure. Source: OMol25; level of theory: wB97M-V/def2-TZVPD.

ORCA input file:
```
! wB97M-V def2-TZVPD RIJCOSX def2/J DEFGRID3
* xyz 0 1
C 0.2683 -0.0168 0.0699
N 2.3252 -1.6268 -0.5998
O 3.3091 0.8077 0.5306
S 1.8602 -0.8607 0.5564
S 4.4521 0.3995 -0.3784
H 0.2610 0.0853 -1.0086
H 0.2325 0.9431 0.5689
H -0.5393 -0.6620 0.3990
*
```

The calculation puts the lowest unoccupied orbital energy (alpha / beta) at -1.57 / -2.22 eV. As for the total energy: -26288.7983 eV. As for the molar mass: 109.18 g/mol. The largest force on an atom is 1.63 eV/A. The calculation puts the frontier orbital gap (alpha / beta) at 7.249 / 6.116 eV.

***

Number 2 is which compound? C21H43F10O5P2